Arrangement one

C24H29BrFIrN2O5S2Si2 as an isolated structure. Source: the OMol25 dataset; level of theory: ωB97M-V with the def2-TZVPD basis set.

```
67
Properties=species:S:1:pos:R:3:lowdin_charge:R:1
Ir -1.398 0.168 0.654 1.162
C 4.846 -0.815 1.082 -0.212
Si 2.966 -0.725 1.433 0.396
C 2.559 -2.474 1.997 -0.181
C 2.757 0.476 2.878 -0.176
C 2.174 -0.021 0.002 -0.356
C 1.556 1.259 0.099 -0.352
C 2.331 2.418 -0.248 -0.036
C 1.884 3.699 -0.073 -0.088
C 0.605 3.894 0.455 -0.089
C -0.153 2.791 0.720 -0.226
N 0.256 1.507 0.526 -0.027
Si 1.966 -0.762 -1.681 0.431
C 3.604 -0.096 -2.535 -0.232
C 2.216 -2.555 -2.234 -0.171
C 0.734 0.229 -2.745 -0.169
H 5.427 -1.132 1.968 0.004
H 5.223 0.160 0.755 0.008
H 5.040 -1.539 0.279 0.009
H 3.231 -2.816 2.796 0.015
H 2.621 -3.173 1.154 0.015
H 1.528 -2.512 2.364 0.011
H 3.246 0.117 3.793 0.016
H 1.688 0.604 3.096 0.007
H 3.172 1.460 2.630 0.020
H 3.326 2.224 -0.617 0.097
H 2.519 4.546 -0.314 0.093
H 0.206 4.880 0.657 0.093
H -1.139 2.909 1.141 0.045
H 4.489 -0.557 -2.074 0.001
H 3.704 0.994 -2.433 -0.008
H 3.636 -0.326 -3.621 0.002
H 2.455 -3.199 -1.380 0.016
H 3.026 -2.617 -2.966 0.010
H 1.301 -2.966 -2.678 0.026
H 1.086 1.264 -2.851 0.025
H -0.254 0.248 -2.279 -0.007
H 0.627 -0.199 -3.751 0.025
Br -4.785 -0.291 -1.803 0.782
C -3.865 -1.593 -0.753 -0.704
C -4.617 -2.671 -0.321 -0.134
C -3.955 -3.704 0.310 -0.057
C -2.580 -3.665 0.351 -0.002
C -1.920 -2.567 -0.168 -0.199
N -2.548 -1.472 -0.630 0.018
C -0.394 -2.578 -0.305 -0.618
O 0.168 -3.655 -0.142 0.033
O 0.081 -1.454 -0.643 -0.163
H -5.683 -2.689 -0.483 0.087
H -4.512 -4.537 0.721 0.106
H -1.974 -4.460 0.761 0.122
O -2.129 -1.308 4.351 -0.378
S -1.912 -0.808 3.016 0.066
O -3.108 -0.901 2.136 -0.458
O -0.726 -1.377 2.327 -0.459
S -1.505 1.176 2.958 0.470
F -5.037 4.661 -1.501 0.003
C -4.222 3.656 -1.058 -0.308
C -3.091 3.347 -1.780 -0.034
C -2.255 2.336 -1.312 -0.130
C -2.542 1.622 -0.152 -0.398
C -3.712 1.964 0.539 -0.172
C -4.554 2.982 0.099 -0.044
H -2.876 3.880 -2.700 0.108
H -1.363 2.094 -1.884 0.089
H -3.986 1.412 1.430 0.070
H -5.462 3.235 0.635 0.107
```

LUMO energy ... 4.16 eV
Frontier orbital gap ... 4.387 eV
Net charge ... -2

Arrangement two

C24H29BrFIrN2O5S2Si2 as an isolated structure. Source: the OMol25 dataset; level of theory: ωB97M-V with the def2-TZVPD basis set.

```
67
Properties=species:S:1:pos:R:3:lowdin_charge:R:1
Ir -0.751 0.158 1.526 1.067
C 4.752 -0.878 1.070 -0.198
Si 2.866 -0.671 1.266 0.445
C 2.219 -2.407 1.577 -0.172
C 2.703 0.339 2.848 -0.183
C 2.294 0.263 -0.212 -0.306
C 1.540 1.429 -0.117 -0.371
C 1.748 2.538 -1.021 -0.069
C 1.272 3.781 -0.764 -0.108
C 0.496 3.998 0.398 -0.112
C 0.148 2.896 1.122 -0.197
N 0.555 1.631 0.849 -0.098
Si 2.706 -0.361 -1.889 0.451
C 4.309 0.302 -2.677 -0.195
C 2.898 -2.238 -1.911 -0.178
C 1.313 -0.013 -3.116 -0.169
H 5.168 -1.407 1.934 0.015
H 5.234 0.102 1.002 0.021
H 5.020 -1.442 0.173 0.002
H 2.737 -2.834 2.443 0.028
H 2.375 -3.059 0.716 0.014
H 1.153 -2.414 1.797 0.005
H 3.243 -0.171 3.652 0.027
H 1.677 0.474 3.189 -0.026
H 3.148 1.328 2.704 0.029
H 2.405 2.374 -1.864 0.077
H 1.509 4.602 -1.434 0.091
H 0.115 4.972 0.673 0.080
H -0.543 2.988 1.948 0.059
H 5.170 0.048 -2.052 0.010
H 4.301 1.388 -2.798 0.007
H 4.459 -0.149 -3.664 0.012
H 3.553 -2.611 -1.123 0.001
H 3.309 -2.565 -2.871 0.021
H 1.921 -2.707 -1.766 0.023
H 1.171 1.050 -3.320 0.015
H 0.378 -0.404 -2.705 0.026
H 1.504 -0.517 -4.069 0.022
Br -5.131 -0.377 -3.211 0.667
C -4.397 -1.291 -1.689 -0.739
C -5.279 -1.850 -0.782 -0.134
C -4.711 -2.529 0.287 -0.060
C -3.336 -2.608 0.394 -0.019
C -2.557 -1.979 -0.570 -0.183
N -3.094 -1.334 -1.612 0.126
C -1.039 -2.064 -0.545 -0.596
O -0.559 -3.121 -0.935 0.052
O -0.370 -1.037 -0.166 -0.165
H -6.346 -1.745 -0.903 0.086
H -5.346 -2.980 1.040 0.105
H -2.856 -3.108 1.222 0.114
O -2.280 -1.396 4.940 -0.385
S -1.441 -0.969 3.848 0.104
O -2.063 -1.232 2.480 -0.536
O -0.085 -1.505 3.842 -0.421
S -1.213 1.069 3.648 0.346
F -5.290 3.002 -1.456 -0.005
C -4.275 2.366 -0.793 -0.322
C -3.036 2.278 -1.388 -0.036
C -2.012 1.635 -0.705 -0.092
C -2.214 1.086 0.566 -0.316
C -3.492 1.182 1.121 -0.110
C -4.528 1.822 0.447 -0.035
H -2.881 2.687 -2.378 0.111
H -1.045 1.541 -1.183 0.097
H -3.681 0.746 2.093 0.075
H -5.520 1.896 0.876 0.107
```

LUMO energy ... 4.21 eV
Frontier orbital gap ... 5.530 eV
Net charge ... -2

So which one is most stable? That would be arrangement two, about 373.6 kJ/mol below the next structure.